1.
Here is a cluster of 12 separate species, C42H107NO12 in total in a non-equilibrium geometry from the Open Molecules 2025 dataset. Energies are from ωB97M-V/def2-TZVPD.

Each line ends with the Löwdin charge.
Cartesian coordinates (Å):
O -2.63176 3.42042 -6.88877  -0.066
O -3.31257 4.80279 4.09847  -0.058
O -0.12679 4.66137 3.55764  -0.088
O 3.63188 -5.23456 -3.46896  -0.062
O -1.59901 -3.80575 5.58901  -0.055
O -5.14567 -2.07452 -2.33557  -0.068
O 1.34836 -1.78824 -0.74586  -0.018
O -4.37534 3.98257 -4.52652  -0.075
O 4.87198 -4.90938 2.22031  -0.059
O 5.73267 0.84865 3.88484  -0.055
O -0.07980 3.11275 5.88240  -0.069
O 1.36751 -4.59330 -1.61944  -0.059
N 0.45041 -0.70083 -0.76463  -0.081
C 0.64014 4.80828 2.33733  -0.450
C -4.51746 -1.66139 -0.12130  -0.051
C -0.41492 2.00839 -0.62207  -0.179
C 2.19928 0.80532 -1.81637  -0.026
C -0.58996 0.91769 4.95737  -0.053
C -4.10340 4.70572 -3.30777  -0.456
C -5.02373 3.13066 4.25528  -0.064
C -0.87250 -3.66794 4.36489  -0.482
C -2.27559 2.03979 -6.77110  -0.472
C 1.76542 5.80081 2.63106  -0.047
C 3.88769 -4.88034 -5.84140  -0.054
C -3.13046 -0.74698 -2.04353  -0.059
C -0.27549 5.26680 1.19918  -0.049
C -0.53936 -1.32026 1.33221  -0.026
C 0.35338 1.74419 5.78592  -0.472
C 1.42862 0.22073 1.40495  -0.006
C 0.06178 -5.07287 -1.91312  -0.470
C 0.59206 -0.58872 -3.18610  -0.026
C -0.75742 1.00482 0.46022  -0.130
C 0.80642 0.18221 -1.87282  -0.494
C -3.96630 -1.90544 -1.50231  -0.474
C 5.08477 0.15002 1.65670  -0.049
C 2.60866 -4.33508 1.77445  -0.052
C -2.76153 4.25416 -2.71760  -0.042
C -0.75032 -4.90335 -0.61287  -0.043
C 0.17493 -0.18801 0.58673  -0.476
C -0.17598 1.36809 -1.97961  -0.137
C 1.81773 1.77870 5.30581  -0.054
C -3.52062 1.17619 -6.77602  -0.056
C 3.31248 -4.34451 -4.53901  -0.478
C -1.42325 1.82173 -5.51753  -0.064
C 3.92282 -4.78425 1.13710  -0.459
C -0.68671 -4.95534 3.55717  -0.044
C 4.75242 2.55039 2.51005  -0.050
C 4.76675 1.07562 2.82726  -0.491
C 3.86668 -2.95353 -4.19924  -0.053
C 4.45354 -3.80189 0.13162  -0.061
C -3.98807 3.76239 3.36285  -0.470
C -2.97349 2.72906 2.86568  -0.059
C 0.47305 -3.07531 4.80776  -0.065
C -4.19434 6.21518 -3.58589  -0.050
C -0.59106 -4.42516 -3.11307  -0.040
H -4.61554 2.53211 5.06840  0.084
H -3.30614 6.66294 -4.03653  0.079
H 4.77748 -4.10282 2.73672  0.073
H -0.62899 6.28263 1.39122  0.086
H -3.70172 0.15823 -1.83659  0.086
H 4.43395 0.46247 0.83321  0.063
H 1.10798 0.63091 2.36457  0.067
H 2.96153 0.07558 -1.51618  0.081
H 4.17326 2.71039 1.59286  0.072
H 3.64095 -2.68656 -3.16462  0.068
H -0.01754 -4.65935 -4.01540  0.071
H 2.10632 -0.60735 1.62228  0.075
H -3.16883 3.67489 -6.12518  0.045
H 4.83006 -0.89992 1.80133  0.057
H 1.96875 -4.88743 -2.31941  0.059
H -2.87554 -0.85159 -3.09679  0.076
H -1.59725 1.88176 -7.61183  0.134
H 1.91141 1.97122 4.23338  0.055
H 2.32253 0.81781 5.48546  0.078
H -5.62204 2.43907 3.64620  0.083
H -3.29107 0.18156 -7.17536  0.077
H 0.98825 3.80142 2.10242  0.126
H -0.16108 -0.07652 4.81461  0.067
H 3.67718 -5.94449 -5.94058  0.080
H -2.20505 -0.80895 -1.46250  0.054
H 0.43136 1.32114 6.79438  0.137
H 5.57323 -0.07254 4.12480  0.083
H -4.46369 6.68969 -2.64374  0.079
H 0.19122 5.11048 0.23007  0.079
H 1.50889 6.85790 2.63339  0.082
H 2.51043 1.15926 -2.80178  0.089
H -2.02720 1.91884 -4.61137  0.054
H -0.96274 0.83079 -5.55095  0.069
H -0.62899 -3.33653 -3.03468  0.064
H -1.17212 2.79173 -0.71935  0.092
H 2.72459 -3.41649 2.34664  0.072
H -0.49790 -5.61859 0.17199  0.076
H -3.71760 -1.67886 0.62298  0.069
H -2.66790 3.16604 -2.75854  0.053
H -0.38464 -1.06333 -3.26018  0.063
H 0.80518 -2.56181 -0.93822  0.058
H 3.73589 -3.38762 -0.58649  0.062
H -0.12286 -5.66903 4.15636  0.085
H 2.16173 5.51254 3.60547  0.081
H 0.43419 2.60485 -0.25893  0.098
H -4.88467 -2.51172 -3.15171  0.080
H 4.55055 -5.07606 -3.22553  0.097
H -1.20056 -1.94213 0.72858  0.067
H 1.38728 -1.33517 -3.27047  0.068
H 3.76256 0.83173 3.20023  0.104
H -0.70178 1.31871 3.94368  0.053
H 0.27829 -2.25974 5.50875  0.064
H 0.12607 -6.16238 -2.03033  0.140
H -5.75704 3.86518 4.58645  0.082
H -4.41668 4.18269 2.45340  0.135
H 2.34362 -5.17962 2.41835  0.083
H 0.68878 0.03288 -4.07867  0.075
H -1.60147 -4.78188 -3.31706  0.082
H 2.23321 -4.18723 -4.60048  0.120
H 0.22628 -2.04696 1.64102  0.065
H -0.73107 1.59846 1.37927  0.097
H 1.04890 -3.76368 5.43383  0.084
H -1.40026 -2.95411 3.73046  0.121
H 3.87497 -5.74382 0.62529  0.141
H -0.20459 -4.57860 2.65648  0.054
H 1.77449 -4.30760 1.07043  0.057
H 3.42869 -4.39901 -6.71121  0.082
H -0.41705 5.55630 3.77791  0.105
H -2.73737 4.56650 -1.67497  0.078
H -1.16391 0.97183 -2.23116  0.088
H -1.80079 -5.15261 -0.79206  0.082
H -1.78146 0.64999 0.31275  0.113
H -0.97616 -1.03716 2.29208  0.082
H -5.28356 -2.39011 0.13553  0.083
H -3.47366 1.99795 2.22456  0.084
H 3.44224 -2.19017 -4.85226  0.083
H -4.76157 3.14499 -4.25126  0.093
H 1.09817 -2.67782 4.00450  0.057
H -4.98285 4.54103 -2.67498  0.133
H 4.79324 -2.83241 0.52295  0.064
H 4.95868 -2.95399 -4.27781  0.083
H -4.40691 1.55182 -7.28190  0.081
H -3.86481 0.93998 -5.76049  0.066
H -4.99330 -0.68048 -0.04924  0.084
H -1.22573 -4.54929 6.07520  0.088
H -2.05980 3.11848 2.42067  0.045
H 2.39296 2.45925 5.92920  0.084
H -0.15734 3.37991 4.94532  0.040
H 6.14031 0.29519 1.43012  0.091
H -1.57053 0.97326 5.42794  0.087
H -2.60351 2.11048 3.69095  0.053
H 2.55529 5.62988 1.89237  0.081
H -1.19860 4.68325 1.26730  0.059
H 0.16127 2.11091 -2.69851  0.124
H 2.34077 1.63297 -1.12054  0.068
H -0.59702 2.52911 -5.44255  0.083
H 4.18737 3.11556 3.25266  0.070
H 5.73658 2.99466 2.36914  0.087
H 4.95510 -4.68351 -5.95441  0.079
H 2.02670 0.94454 0.85100  0.061
H -0.62598 -3.88797 -0.23675  0.052
H -2.92047 4.34118 4.85181  0.084
H -4.96509 6.41040 -4.33281  0.080
H -3.37640 -2.82473 -1.58254  0.125
H 5.31195 -4.21317 -0.40417  0.080
H -1.68956 -5.33379 3.35509  0.083
H -2.00120 4.61285 -3.41075  0.091

Values from the calculation:
**LUMO level**: 0.285 eV
**Electronic energy**: -71347.181 eV
**SMILES**: CC1(C)CCCC(C)(C)N1O.CC(C)O.CC(C)O.CC(C)O.CC(C)O.CC(C)O.CC(C)O.CC(C)O.CC(C)O.CC(C)O.CC(C)O.CC(C)O
**HOMO energy**: -8.6999 eV
**Relative energy (zero: lowest compared OMol25 entry of this formula, charge and spin)**: 55.7 kcal per mole
**Kohn-Sham gap**: 8.99 eV



2.
Here is a cluster of 10 separate species, C42H108N4O14 in total in a non-equilibrium geometry from the Open Molecules 2025 dataset. Energies are from ωB97M-V/def2-TZVPD.

Each line ends with the Löwdin charge.
Cartesian coordinates (Å):
O -0.32342 -0.53512 0.44035  -0.077
O 0.38050 -6.17111 10.84775  -0.187
O -1.16716 -5.02099 0.05165  -0.056
O 0.84445 0.80168 -5.34946  -0.254
O -0.48662 5.50146 -0.21156  -0.042
O -2.77902 4.97077 -1.69018  -0.215
O 0.68657 3.54224 7.69994  -0.069
O 0.44753 -4.31948 -6.53640  -0.210
O 0.24723 -2.89518 5.60158  -0.199
O 5.92592 -1.33907 -1.03248  -0.066
O 5.07529 0.70933 -7.51351  -0.187
O -7.05327 2.91582 1.96651  -0.206
O 4.08432 -0.29555 -2.45518  -0.213
O -3.33195 -0.79526 -0.39587  -0.085
N -4.52038 3.50652 0.44818  -0.069
N 2.76056 -0.86561 -5.85229  -0.052
N -0.05905 -3.83417 7.97862  -0.078
N -0.85994 -1.65792 -5.29775  -0.051
C 1.07237 2.21613 -5.42185  -0.064
C -4.68304 -2.72293 -0.54441  -0.062
C 0.26780 0.58871 0.95487  -0.494
C 1.47108 3.50379 6.53152  -0.445
C 0.85672 -3.84174 0.82817  -0.037
C 3.81708 -0.61432 -4.85702  -0.167
C -4.03630 5.63195 -1.92763  -0.052
C -3.21609 3.19941 -0.11559  -0.175
C -4.54048 -1.40049 1.62787  -0.036
C -0.16342 7.31411 -1.55733  -0.063
C -8.27979 3.44108 2.48528  -0.081
C -0.42307 -2.40794 7.90630  -0.188
C -0.47331 -1.98327 6.42107  -0.216
C -1.19950 -3.06906 -5.04684  -0.157
C 0.33671 5.95563 -1.26171  -0.536
C 3.78293 0.24737 -7.82171  -0.222
C 0.40787 3.16355 5.35637  -0.051
C 4.00459 -1.97677 0.25855  -0.078
C 3.26185 -1.05671 -7.18813  -0.190
C -2.97242 3.63421 -1.59614  -0.241
C -0.16018 -1.17186 -4.17469  -0.245
C -0.69686 1.00464 2.12918  -0.010
C -5.58673 2.64158 -0.03422  -0.185
C 3.27164 -0.78837 -3.46332  -0.223
C 0.23263 -2.44371 4.23181  -0.077
C 0.36721 -5.70188 9.53460  -0.246
C 5.59163 -0.06894 0.95068  -0.038
C 4.02345 1.10297 -2.34951  -0.064
C 0.03633 -4.24104 9.37761  -0.223
C 2.18644 4.90769 6.38762  -0.037
C -0.02978 0.35023 -4.32055  -0.190
C -4.62836 -1.31573 0.06777  -0.426
C 0.42071 5.08847 -2.46240  -0.063
C 0.03816 -3.95228 -1.60416  -0.055
C -0.02896 -4.13539 -5.18594  -0.191
C -6.85673 3.18937 0.59381  -0.239
C 0.18029 -4.63759 -0.28296  -0.465
C 0.59917 -7.58299 11.00371  -0.103
C 5.38595 -1.43152 0.28558  -0.486
C 5.41861 2.00847 -8.02526  -0.097
C 0.45123 1.52064 -0.23106  -0.029
C 1.79067 -4.84268 -6.54849  -0.096
H 1.17047 -4.47145 1.66071  0.080
H 1.93409 -5.67626 -5.86097  0.083
H 0.42655 7.71021 -2.38385  0.083
H -0.46142 5.26034 -3.07918  0.077
H 6.32328 2.45917 -7.61715  0.082
H 0.85143 -3.78413 -4.64776  0.093
H 2.39557 -1.22617 -7.82760  0.117
H 5.94994 -2.25865 0.71671  0.131
H 4.91014 1.41281 -1.79645  0.101
H -1.77816 -3.18163 -4.13000  0.106
H 1.00096 2.38844 0.13340  0.087
H 2.12785 -0.08355 -5.76195  0.036
H -4.81926 5.23367 -1.28231  0.076
H 0.22450 -7.78677 12.00680  0.087
H -0.13970 -0.94574 6.40232  0.108
H 0.86801 -3.65441 9.76783  0.111
H 1.17799 0.18011 1.39386  0.129
H -0.19886 -1.53096 -6.05072  0.112
H 0.19876 7.99485 -0.78693  0.089
H -5.34359 1.60847 0.21411  0.102
H 2.04216 -5.15438 -7.56224  0.087
H 5.37996 -0.14431 2.01727  0.075
H 0.95134 3.26424 4.41690  0.065
H -1.34781 5.53968 -0.63403  0.036
H 3.09859 5.01171 6.97521  0.070
H 0.24890 2.82282 -5.04513  0.086
H 1.34627 6.07933 -0.86983  0.139
H 1.08361 0.96381 -0.92253  0.058
H -0.68219 0.29329 2.95493  0.065
H 1.51931 5.76580 6.46931  0.077
H -5.57622 2.69911 -1.12265  0.117
H -1.01232 0.73421 -4.59491  0.121
H 1.57907 -7.98841 10.75164  0.084
H 3.97163 -1.88136 -7.12274  0.121
H 3.74974 -2.71367 -0.50312  0.082
H -0.11819 2.24328 5.61027  0.061
H -5.57599 -3.33231 -0.40517  0.083
H 0.27300 0.94558 -3.45917  0.105
H 5.80236 1.97436 -9.04490  0.076
H 2.44669 -4.03175 -6.23205  0.069
H -3.65075 3.26654 -2.36607  0.123
H -3.67644 -2.02253 1.86152  0.079
H 0.37158 -3.29580 3.56643  0.064
H -1.26726 -0.53263 0.61570  0.048
H -0.38907 -5.11547 -4.87309  0.116
H 1.07481 2.60446 -6.44032  0.085
H 6.60724 0.32574 0.92115  0.080
H -0.84556 -1.22877 -3.32905  0.120
H -3.82638 -3.35581 -0.31265  0.064
H 2.14752 2.65343 6.44543  0.119
H -3.98623 6.71729 -1.84024  0.091
H 4.57869 2.70309 -8.01411  0.082
H -1.49008 -1.97670 6.02834  0.113
H -4.60363 3.37500 1.44612  0.110
H -4.54705 -2.63402 -1.62223  0.071
H 4.89326 0.61029 0.46178  0.063
H 0.81282 -1.61129 -3.95501  0.089
H 4.54388 -1.42656 -4.84523  0.132
H -7.78210 2.78203 0.18656  0.110
H 5.25211 -0.92014 -1.57291  0.004
H 1.27771 5.14001 -3.13395  0.083
H 2.06584 2.40225 -5.01384  0.086
H -1.66552 1.17715 1.66010  0.063
H -4.33636 5.51442 -2.96890  0.088
H 3.27154 -1.17239 0.19773  0.074
H -7.07176 4.23190 0.35929  0.119
H -0.32881 3.96090 5.45449  0.074
H -1.41841 -2.35961 8.34795  0.114
H -5.52472 -0.76561 -0.21858  0.122
H 0.87100 -3.27171 -1.78107  0.076
H 0.33452 4.03573 -2.19333  0.063
H -0.87756 -3.36163 -1.63056  0.076
H -1.87062 -3.18308 -5.89813  0.110
H -8.06908 4.20235 3.23639  0.086
H 0.06163 -4.72434 -2.37323  0.077
H 3.84802 -2.62372 1.12171  0.077
H -0.73914 -2.00680 4.00189  0.077
H -0.00792 2.88239 7.63766  0.074
H -3.38866 -0.58696 -1.33129  0.083
H -5.46859 -1.75885 2.07316  0.081
H -2.45982 3.64396 0.53135  0.122
H 2.29286 -0.32333 -3.34578  0.097
H 3.70489 0.14042 -8.90364  0.119
H 0.16036 -3.11985 1.25486  0.061
H 1.68454 -3.26708 0.41275  0.050
H 0.24174 -1.83830 8.55564  0.107
H -0.32438 1.94902 2.52604  0.063
H 2.46818 4.85673 5.33589  0.061
H 1.11710 -1.82392 4.08456  0.094
H 1.42474 -5.81550 9.29620  0.125
H -8.92331 3.82646 1.69441  0.085
H -0.06016 -8.23440 10.43009  0.076
H -1.66824 -4.20286 0.01742  0.052
H -8.62724 2.53676 2.98487  0.091
H 0.81401 -4.02798 7.50924  0.107
H -1.21184 7.29388 -1.85486  0.086
H -0.76393 -3.84782 10.00455  0.123
H -2.00687 3.19253 -1.84254  0.105
H -0.28198 -6.28554 8.88191  0.126
H 0.75187 -5.54447 -0.48038  0.137
H 3.78517 1.66222 -3.25425  0.086
H -4.46764 -0.36448 1.95876  0.066
H 3.18758 1.33823 -1.69068  0.074
H 3.07227 0.97733 -7.43412  0.108
H 3.07142 -1.84203 -3.26889  0.132
H -3.04353 2.12422 -0.06761  0.087
H 4.27507 0.36228 -5.01386  0.115
H -0.56132 1.70222 -0.59142  0.069

Values from the calculation:
**LUMO level**: 0.259 eV
**Electronic energy**: -79919.622 eV
**SMILES**: COCCNCCOC.COCCNCCOC.COCCNCCOC.COCCNCCOC.CC(C)O.CC(C)O.CC(C)O.CC(C)O.CC(C)O.CC(C)O
**HOMO energy**: -8.5030 eV
**Relative energy (zero: lowest compared OMol25 entry of this formula, charge and spin)**: 136.0 kcal per mole
**Kohn-Sham gap**: 8.76 eV